No. 1
Formula: C23H21ClN2O5S
Source: the Open Molecules 2025 dataset
Level of theory: ωB97M-V with the def2-TZVPD basis set

Output
* lowest unoccupied orbital energy: 0.27 eV
* HOMO-LUMO gap: 8.44 eV
* energy relative to the best compared isomer or geometry (same formula, charge and spin): 21.67 kcal per mole
* net charge: 0
* maximum force: 1.3 eV/Å

CARTESIAN COORDINATES (ANGSTROEM)
1 Cl -2.0423 4.4182 -0.3709
2 S 2.5885 0.2429 -1.0330
3 O -6.7219 -3.2131 -0.8601
4 O -1.7413 1.2445 2.1931
5 O 2.1814 -1.0232 -0.4963
6 O -7.9094 -1.2462 -1.0354
7 O 3.0431 0.2992 -2.3917
8 N 3.7263 1.0108 -0.0690
9 N -3.2288 1.7918 0.5801
10 C -5.0100 0.1370 0.7705
11 C 5.1116 0.8348 -0.4877
12 C 5.3077 -1.6208 -0.9454
13 C -7.9138 -2.6259 -1.3356
14 C -1.9843 1.6474 1.0751
15 C 6.5330 -3.0825 0.5118
16 C 1.2302 1.4029 -0.8549
17 C -4.4083 1.4021 1.3279
18 C -4.7872 -2.2453 0.3486
19 C -0.8069 3.2266 -0.5612
20 C 6.8826 -2.0008 1.3013
21 C -6.7326 -1.0099 -0.3763
22 C 0.2716 3.5250 -1.3852
23 C 5.7459 -2.8898 -0.6117
24 C -6.2515 0.1720 0.1304
25 C 5.6510 -0.5312 -0.1542
26 C -6.0126 -2.2011 -0.2712
27 C 6.4400 -0.7314 0.9711
28 C -0.8803 2.0129 0.1201
29 C -4.2994 -1.0507 0.8696
30 C 1.2929 2.6048 -1.5350
31 C 0.1648 1.1061 -0.0318
32 C 3.4665 0.8115 1.3389
33 H 2.1383 2.7998 -2.1743
34 H -5.1348 2.2186 1.3009
35 H -6.8184 1.0841 0.0425
36 H -4.2348 -3.1659 0.4285
37 H 7.4978 -2.1450 2.1776
38 H -4.0760 1.2450 2.3575
39 H 4.1400 1.4438 1.9159
40 H 3.5983 -0.2327 1.6381
41 H 5.4720 -3.7312 -1.2302
42 H 0.1406 0.1617 0.4899
43 H 4.6907 -1.4676 -1.8174
44 H 6.8742 -4.0738 0.7714
45 H 2.4389 1.1086 1.5392
46 H -3.3432 -1.0458 1.3696
47 H 0.3029 4.4736 -1.8979
48 H 6.7138 0.1116 1.5905
49 H 5.7029 1.6189 -0.0048
50 H -3.3585 2.0563 -0.3835
51 H 5.1136 0.9923 -1.5675
52 H -7.9847 -2.7655 -2.4261
53 H -8.7801 -3.1056 -0.8521

***

No. 2
Formula: C23H21FN4O7Sr
Source: the Open Molecules 2025 dataset
Level of theory: ωB97M-V with the def2-TZVPD basis set

Output
* lowest unoccupied orbital energy: -1.67 eV
* HOMO-LUMO gap: 6.02 eV
* energy relative to the best compared isomer or geometry (same formula, charge and spin): 17.05 kcal per mole
* net charge: 0
* maximum force: 1.3 eV/Å

CARTESIAN COORDINATES (ANGSTROEM)
1 Sr 0.0257 5.2656 -0.2415
2 F 2.0929 -1.9562 -0.7815
3 O 3.2578 7.4124 -2.2642
4 O 0.5850 3.4415 1.2769
5 O 0.1849 2.5775 -1.4365
6 O -2.2277 4.5996 0.6461
7 O -1.7822 4.5679 -1.5291
8 O 1.3189 6.8974 -1.2256
9 O 1.8254 1.5602 1.3259
10 N -0.2883 -5.3579 2.0232
11 N 2.3364 4.6560 -0.2745
12 N 0.1050 -3.5003 0.4725
13 N -2.8287 0.3409 0.1520
14 C -1.6153 -0.2644 -0.1140
15 C 0.8850 -1.3856 -0.5405
16 C -0.9453 -5.6596 0.7010
17 C -0.5656 0.4970 -0.6431
18 C -2.0831 4.0100 -0.4422
19 C 3.8861 2.8796 -0.1956
20 C 2.6770 3.4495 0.1693
21 C 1.1913 -5.1726 1.8333
22 C 4.3475 4.8611 -1.4917
23 C 1.3881 -3.8533 1.0552
24 C 2.5321 6.7022 -1.5857
25 C -1.9718 2.5068 -0.4416
26 C -0.4429 -4.5977 -0.2998
27 C -1.3760 -1.6058 0.2156
28 C -4.6081 -1.1963 -0.6415
29 C -0.1243 -2.1608 0.0281
30 C -2.9437 1.7059 0.0209
31 C 1.6078 2.7391 1.0217
32 C -0.7201 1.9376 -0.9196
33 C -4.0011 -0.4366 0.5270
34 C 4.7278 3.6090 -1.0277
35 C 3.1147 5.3562 -1.0949
36 C 0.6850 -0.0730 -0.8530
37 H 1.6672 -5.1646 2.8105
38 H 1.5332 -6.0452 1.2798
39 H -5.4820 -1.7615 -0.3152
40 H -0.6657 -6.6758 0.4307
41 H -4.7208 0.2689 0.9391
42 H -4.9183 -0.5053 -1.4252
43 H 1.7009 -3.0560 1.7277
44 H -3.8807 2.1148 0.3761
45 H -0.5067 -6.0627 2.7240
46 H -0.6589 -4.4486 2.3201
47 H 2.1809 -4.0035 0.3191
48 H 5.6834 3.1933 -1.3259
49 H 1.4829 0.5455 -1.2408
50 H -1.2741 -4.2443 -0.9043
51 H -3.7424 -1.1111 1.3470
52 H -2.1430 -2.2090 0.6828
53 H 0.3028 -5.0349 -0.9760
54 H -2.0197 -5.6099 0.8670
55 H -3.8912 -1.8925 -1.0794
56 H 4.9630 5.4559 -2.1515
57 H 4.1389 1.8941 0.1695

***

No. 3
Formula: C23H21N3
Source: the Open Molecules 2025 dataset
Level of theory: ωB97M-V with the def2-TZVPD basis set

Output
* lowest unoccupied orbital energy: -1.02 eV
* HOMO-LUMO gap: 6.13 eV
* energy relative to the best compared isomer or geometry (same formula, charge and spin): 60.11 kcal per mole
* net charge: 0
* maximum force: 3.3 eV/Å

CARTESIAN COORDINATES (ANGSTROEM)
1 N 2.2818 -1.8549 1.6638
2 N -0.6464 0.9482 3.4902
3 N 1.4898 -0.1335 -2.2002
4 C -3.2083 -0.6497 1.7282
5 C 1.6658 1.8956 -0.7017
6 C -5.3478 -1.3218 2.6664
7 C -2.6159 -1.8537 2.1826
8 C -0.4567 -0.0281 2.8611
9 C -4.5603 -0.3936 1.9682
10 C 2.9609 2.3984 -0.8637
11 C 0.6016 -0.8890 -3.0756
12 C 1.5265 -1.6733 -4.0144
13 C 2.9008 -0.2758 -2.5445
14 C -0.2404 0.5676 -0.6141
15 C -4.7821 -2.5352 3.0865
16 C 0.7618 2.5247 0.1651
17 C -0.2023 -1.2536 2.1670
18 C 2.4532 4.1111 0.8065
19 C 0.9944 0.6765 -1.2388
20 C -1.2028 -2.1709 1.9704
21 C 3.3430 3.5207 -0.1125
22 C -0.5930 1.8155 0.1317
23 C -3.4403 -2.8043 2.8357
24 C 1.1730 -1.5556 1.9081
25 C 2.9585 -1.4444 -3.5338
26 C 1.1531 3.5881 0.9611
27 H 2.7928 4.9476 1.4234
28 H 1.2142 -2.7165 -4.0300
29 H 4.3571 3.9191 -0.2241
30 H 1.4271 -1.2741 -5.0250
31 H -2.5935 0.0630 1.1711
32 H -0.0468 -0.1947 -3.6408
33 H 3.6041 -1.2147 -4.3774
34 H -5.3935 -3.2809 3.5946
35 H -1.0517 1.6801 1.1127
36 H 3.3605 -2.3187 -3.0246
37 H 0.4646 3.9924 1.7052
38 H -2.9655 -3.7261 3.1910
39 H 3.5267 -0.4618 -1.6519
40 H -0.9348 -3.2202 1.7818
41 H -0.8921 -0.2940 -0.7074
42 H -5.0117 0.5282 1.6011
43 H -1.3097 2.4094 -0.4644
44 H 3.2625 0.6559 -3.0179
45 H -6.3878 -1.0950 2.9133
46 H 3.6737 1.9274 -1.5415
47 H -0.0641 -1.5354 -2.4829

***

No. 4
Formula: C23H21N3O5S
Source: the Open Molecules 2025 dataset
Level of theory: ωB97M-V with the def2-TZVPD basis set

Output
* lowest unoccupied orbital energy: 0.48 eV
* HOMO-LUMO gap: 8.30 eV
* energy relative to the best compared isomer or geometry (same formula, charge and spin): 0.00 kcal per mole
* net charge: 0
* maximum force: 1.2 eV/Å

CARTESIAN COORDINATES (ANGSTROEM)
1 S -4.2210 2.9029 -0.5550
2 O 2.0398 0.3071 -2.4605
3 O -5.9900 -1.5656 -0.9962
4 O 3.9999 -1.0526 -0.8871
5 O -1.2618 -2.0408 2.3452
6 O 3.5370 1.5592 1.3565
7 N -2.6984 0.9541 0.1634
8 N -1.4296 -1.8169 0.0676
9 N -4.8875 0.2927 -0.5073
10 C 0.8920 -2.3707 0.4894
11 C -0.5184 1.9683 0.5775
12 C 4.0234 0.6027 2.2705
13 C 2.6541 -1.2542 -0.7131
14 C -1.9288 2.0813 0.2238
15 C 0.4384 2.7675 -0.0480
16 C -3.4254 -1.8034 1.2754
17 C 1.2403 0.8646 1.8066
18 C 4.2944 0.1212 -1.6141
19 C 3.3946 0.2157 -2.8446
20 C 1.6955 -0.5731 -1.4675
21 C -4.9493 -1.0828 -0.6113
22 C -0.0986 1.0253 1.5082
23 C -0.0650 -1.6576 -0.2287
24 C -3.8893 1.1920 -0.2434
25 C -3.7753 -1.9453 -0.2069
26 C 1.7741 2.6086 0.2397
27 C 2.1921 1.6487 1.1648
28 C 2.2344 -2.1632 0.2493
29 C -1.9116 -1.9143 1.3335
30 C -2.5847 3.2267 -0.1215
31 C -2.4529 -1.6757 -0.9474
32 C 0.3462 -0.7773 -1.2210
33 H 3.7507 -0.4119 1.9675
34 H -4.0967 -2.9720 -0.4059
35 H -0.8264 0.4101 2.0107
36 H -2.2143 4.2306 -0.1304
37 H 2.5220 3.2143 -0.2483
38 H -2.2835 -2.4047 -1.7457
39 H -5.7656 0.7199 -0.7868
40 H 3.6549 0.7951 3.2825
41 H 4.1389 1.0016 -0.9777
42 H -3.8968 -2.5596 1.9008
43 H 2.9853 -2.7042 0.8036
44 H -2.4358 -0.6751 -1.3827
45 H 5.1072 0.7069 2.2539
46 H 0.5826 -3.0650 1.2514
47 H 3.5445 -0.6752 -3.4707
48 H 3.6120 1.1125 -3.4265
49 H 5.3454 0.0519 -1.8987
50 H -3.6923 -0.8218 1.6692
51 H -0.3548 -0.2111 -1.8099
52 H 1.5216 0.1155 2.5279
53 H 0.1331 3.4973 -0.7827

***

No. 5
Formula: C23H21N7O4PtS2
Source: the Open Molecules 2025 dataset
Level of theory: ωB97M-V with the def2-TZVPD basis set

Output
* lowest unoccupied orbital energy: -8.68 eV
* HOMO-LUMO gap: 4.96 eV
* energy relative to the best compared isomer or geometry (same formula, charge and spin): 6.82 kcal per mole
* net charge: +2
* maximum force: 0.4 eV/Å

CARTESIAN COORDINATES (ANGSTROEM)
1 Pt -0.5339 0.1989 0.2626
2 S -0.8711 1.8056 2.9160
3 S -4.1249 1.8474 -1.8772
4 O -0.9852 0.1286 3.2115
5 O 0.3280 2.1846 3.6017
6 O -2.1410 2.2477 3.3351
7 O -0.6587 1.8708 1.4262
8 N -1.4115 -2.2054 1.8680
9 N 0.7776 -0.2972 1.7160
10 N -1.8390 1.0098 -1.0450
11 N -0.3488 -1.4918 -0.8058
12 N 1.1676 -0.4834 3.9649
13 N -0.2230 -3.6073 -1.3655
14 N -3.5915 -0.5239 -0.7324
15 C -1.6100 2.3085 -1.5444
16 C -3.1064 0.6656 -1.1593
17 C -1.5171 4.8547 -2.6151
18 C 0.7119 -0.5609 -2.9160
19 C 2.2440 -0.0078 3.4176
20 C 1.3384 -2.3206 -4.4729
21 C 4.1554 0.9436 1.6249
22 C -2.7327 4.1982 -2.5721
23 C 1.9839 0.0737 1.9556
24 C 3.0045 0.5510 1.0599
25 C 0.3327 -2.9051 -2.4296
26 C 4.3847 0.8768 3.0736
27 C -1.3450 -3.1907 0.8221
28 C 3.4817 0.4110 3.9641
29 C -0.3582 4.2446 -2.1322
30 C 0.8787 -3.3184 -3.6395
31 C -0.6220 -2.7314 -0.4259
32 C -0.3912 2.9712 -1.5952
33 C -0.3664 -2.1331 2.8458
34 C 0.1041 -0.6659 2.9630
35 C -2.7573 2.9203 -2.0322
36 C 1.2538 -0.9627 -4.1187
37 C 0.2521 -1.5652 -2.0683
38 H 0.4877 -2.7364 2.5298
39 H 2.8136 0.5940 -0.0033
40 H 1.7697 -2.5879 -5.4276
41 H -0.8931 -4.1360 1.1460
42 H -4.5292 -0.7713 -1.0070
43 H 0.6250 0.4853 -2.6510
44 H 3.6737 0.3778 5.0270
45 H -0.3352 -4.6074 -1.3072
46 H 0.9746 -0.5028 4.9602
47 H 0.9381 -4.3618 -3.9172
48 H -3.6325 4.6652 -2.9485
49 H -1.4652 5.8520 -3.0286
50 H 1.6159 -0.2176 -4.8135
51 H -2.3327 -2.0391 2.2372
52 H 4.9595 1.3287 1.0127
53 H 0.5804 4.7796 -2.1761
54 H -2.9315 -1.2844 -0.7166
55 H 5.3436 1.2254 3.4364
56 H 0.5064 2.5077 -1.2049
57 H -2.3675 -3.4431 0.5286
58 H -0.6656 -2.4697 3.8424

***

No. 6
Formula: C23H22AuF3N5O4PS6
Source: the Open Molecules 2025 dataset
Level of theory: ωB97M-V with the def2-TZVPD basis set

Output
* lowest unoccupied orbital energy: -1.53 eV
* HOMO-LUMO gap: 6.60 eV
* energy relative to the best compared isomer or geometry (same formula, charge and spin): 2.81 kcal per mole
* net charge: 0
* maximum force: 0.3 eV/Å

CARTESIAN COORDINATES (ANGSTROEM)
1 Au -1.0024 0.0056 0.4878
2 S -2.9630 -3.1156 -0.3687
3 S -2.6822 -5.4476 -2.1999
4 S -2.2514 -1.3663 1.9475
5 S -1.2920 -5.3118 0.4253
6 S -1.2266 2.3163 2.3508
7 S -0.2044 -4.0535 2.8696
8 P 0.2060 1.5072 -0.8707
9 F -3.0729 4.3573 3.3181
10 F -5.1761 4.2147 2.8807
11 F -3.8890 5.4077 1.6193
12 O 6.5901 -5.0875 0.6257
13 O 4.9986 -6.4859 0.2475
14 O 0.4243 -1.4113 0.3805
15 O 2.0491 0.0948 0.6821
16 N 1.6874 2.0116 -3.0754
17 N -0.2167 3.5098 -2.6936
18 N 5.4221 -5.3672 0.4496
19 N -2.6378 1.2268 0.4518
20 N 1.7715 3.6630 -1.2734
21 C -1.3350 -3.9016 4.2735
22 C 0.5864 2.7707 -3.6684
23 C 3.9752 -1.9494 0.7643
24 C 2.5175 2.9225 -2.2864
25 C 4.4440 -4.2593 0.4699
26 C -4.7644 1.8123 -0.3972
27 C 2.2058 -3.5002 0.2290
28 C -2.3247 -4.6644 -0.8135
29 C 3.1160 -4.5424 0.2083
30 C -4.7917 2.8643 0.5211
31 C 1.6672 -1.0571 0.5293
32 C -2.6081 2.2299 1.3850
33 C -3.7575 3.0739 1.4010
34 C -3.6625 1.0052 -0.3854
35 C 2.6336 -2.2075 0.5087
36 C 1.3229 2.8031 -0.1845
37 C -1.2844 -3.9217 1.4890
38 C 1.2217 0.8825 -2.2759
39 C 0.6723 4.3782 -1.9170
40 C -0.9479 2.5969 -1.8149
41 C -2.0713 -2.8930 1.1228
42 C 4.8963 -2.9823 0.7477
43 C -3.9435 4.2547 2.3272
44 H -1.6508 -2.8732 4.4167
45 H 5.9446 -2.8161 0.9443
46 H 4.2807 -0.9356 0.9823
47 H 1.0160 3.4901 -4.3674
48 H 2.8147 -5.5570 -0.0060
49 H 2.9663 3.6434 -2.9720
50 H -5.5770 1.6285 -1.0824
51 H -3.5598 0.1533 -1.0453
52 H -1.5529 3.1711 -1.1094
53 H 0.6278 0.1994 -2.8867
54 H 2.1696 2.3140 0.2941
55 H 0.7736 3.3686 0.5678
56 H 1.1008 5.1163 -2.5971
57 H 1.1634 -3.6797 0.0178
58 H 3.3145 2.3553 -1.8039
59 H -5.6483 3.5255 0.5552
60 H -1.6297 1.9801 -2.4070
61 H 0.0880 4.9003 -1.1579
62 H -0.0614 2.0910 -4.2249
63 H -0.7644 -4.2393 5.1372
64 H 2.0758 0.3348 -1.8791
65 H -2.1939 -4.5545 4.1353

***

No. 7
Formula: C23H22Br2N3OPPd
Source: the Open Molecules 2025 dataset
Level of theory: ωB97M-V with the def2-TZVPD basis set

Output
* 2S+1: 4
* lowest unoccupied orbital energy (alpha / beta): -2.72 / -4.13 eV
* HOMO-LUMO gap (alpha / beta): 7.29 / 7.16 eV
* energy relative to the best compared isomer or geometry (same formula, charge and spin): 29.61 kcal per mole
* net charge: +1
* maximum force: 0.8 eV/Å

CARTESIAN COORDINATES (ANGSTROEM)
1 Pd -0.7137 -1.2057 0.3416
2 Br 0.6993 -1.9658 2.5632
3 Br -2.2720 -3.3680 0.9579
4 P 1.2393 0.2335 0.8698
5 O -0.9487 -1.7809 -1.7247
6 N 1.2272 1.1691 -0.5748
7 N -1.0488 0.8773 -0.6009
8 N -2.0138 -2.0758 -2.4468
9 C 3.0174 0.1225 1.1512
10 C -1.3202 2.4085 -2.8856
11 C -3.2671 -1.9836 -1.9742
12 C -0.0744 2.1687 -2.3639
13 C 1.2232 2.7033 2.0736
14 C -0.2696 3.4363 3.8051
15 C -0.8619 2.1824 3.8212
16 C 3.8657 -0.1539 0.0801
17 C -2.2622 1.1558 -1.1114
18 C 4.9138 0.1751 2.6233
19 C -2.4549 1.9093 -2.2389
20 C 0.7786 3.6968 2.9296
21 C -4.3434 -2.3127 -2.7730
22 C -2.8282 -2.8154 -4.5395
23 C 3.5458 0.2700 2.4312
24 C -1.7823 -2.4819 -3.7119
25 C 0.0223 1.4036 -1.1945
26 C 5.2367 -0.2460 0.2769
27 C 5.7593 -0.0769 1.5496
28 C 0.6306 1.4390 2.0881
29 C -0.4124 1.1843 2.9652
30 C -4.1318 -2.7345 -4.0728
31 C -1.3240 -4.5624 2.0473
32 H -3.4536 2.1116 -2.5970
33 H -0.6200 4.2090 4.4770
34 H -1.7728 -4.7860 2.9982
35 H -5.3383 -2.2330 -2.3584
36 H 0.8176 2.5683 -2.8270
37 H 5.8892 -0.4602 -0.5589
38 H -1.6718 1.9730 4.5074
39 H 2.0745 1.4055 -1.0655
40 H 1.2495 4.6710 2.9176
41 H 3.4682 -0.3300 -0.9138
42 H -0.8639 0.2026 3.0111
43 H -2.6053 -3.1411 -5.5454
44 H -0.5083 -5.0889 1.5862
45 H 2.0409 2.9146 1.3944
46 H -0.7371 -2.5179 -3.9753
47 H 2.8928 0.4564 3.2738
48 H 5.3218 0.2959 3.6180
49 H 6.8272 -0.1500 1.7089
50 H -4.9641 -2.9987 -4.7096
51 H -3.3503 -1.6336 -0.9589
52 H -3.1037 0.7605 -0.5572
53 H -1.4222 2.9989 -3.7872

***

No. 8
Formula: C23H22CaCl4F2N4O3S
Source: the Open Molecules 2025 dataset
Level of theory: ωB97M-V with the def2-TZVPD basis set

Output
* lowest unoccupied orbital energy: -0.61 eV
* HOMO-LUMO gap: 7.12 eV
* energy relative to the best compared isomer or geometry (same formula, charge and spin): 51.79 kcal per mole
* net charge: 0
* maximum force: 0.6 eV/Å

CARTESIAN COORDINATES (ANGSTROEM)
1 Ca 0.0271 -0.8461 -0.7385
2 Cl -1.5493 -2.9348 6.1296
3 Cl -0.8058 1.4540 3.0016
4 Cl -3.1513 -1.6578 0.9143
5 Cl -2.8289 -4.5482 0.6171
6 S 0.3080 -1.3582 4.1134
7 F 5.4085 1.1800 -0.5776
8 F 5.1912 -3.3422 -1.6627
9 O -2.4724 -1.9304 -2.1942
10 O 0.6890 -2.0389 1.7049
11 O -0.8850 -3.0116 -1.0293
12 N 1.2463 1.3650 -0.1500
13 N -1.9727 0.7713 -1.2300
14 N -0.1193 -1.5199 2.3962
15 N 0.3507 -1.0709 -3.2414
16 C 2.5159 -1.0879 -0.6288
17 C 3.2739 0.0855 -0.4293
18 C 0.7303 0.0816 -4.0686
19 C -2.0937 -1.4399 5.4553
20 C -3.1472 -3.0433 -0.2348
21 C 3.2334 2.3570 0.7070
22 C 2.5787 1.3082 0.0464
23 C -1.2754 -0.7261 4.5754
24 C 3.1917 -2.2386 -1.0428
25 C -3.8134 0.2110 5.2718
26 C -1.7647 0.4825 4.0666
27 C -2.1162 1.7916 -2.2897
28 C -1.4770 1.3024 -3.5841
29 C 0.5775 2.4526 0.2418
30 C 2.5238 3.4655 1.1186
31 C 1.1601 3.5323 0.8692
32 C 4.5557 -2.2184 -1.2623
33 C 0.0588 1.3445 -3.5460
34 C 4.6445 0.0581 -0.6873
35 C 5.3106 -1.0741 -1.1030
36 C -2.0626 -2.6624 -1.2741
37 C -3.3509 -0.9776 5.8062
38 C -3.0248 0.9450 4.4020
39 H -4.1294 -3.0836 -0.6882
40 H -2.3843 1.1210 -0.3694
41 H 0.4933 -0.0694 -5.1276
42 H 4.2904 2.2940 0.9031
43 H 0.3963 1.4853 -2.5158
44 H -3.9562 -1.5577 6.4879
45 H -1.8396 0.2846 -3.7573
46 H 6.3727 -1.0548 -1.2984
47 H 3.0296 4.2736 1.6316
48 H 1.8121 0.1979 -3.9885
49 H 2.6675 -3.1778 -1.1972
50 H -1.6299 2.7129 -1.9592
51 H -0.5659 -1.4453 -3.4728
52 H 0.5653 4.3855 1.1644
53 H 1.0200 -1.8242 -3.3514
54 H -1.8517 1.9036 -4.4142
55 H -4.7983 0.5693 5.5390
56 H -3.3771 1.8789 3.9876
57 H -2.5414 -0.0338 -1.4991
58 H -3.1706 2.0251 -2.4661
59 H 0.4195 2.2051 -4.1134
60 H -0.4876 2.4489 0.0419